Molecular formula: C6H9N
Method: DFT, the ωB97M-V functional and the def2-TZVPD basis

ORCA input file:
```
! RIJCOSX wB97M-V def2-TZVPD def2/J DEFGRID3
* xyz 0 1
H -1.80020 0.98096 1.02046
C -1.69789 -0.79121 -0.33454
H -1.82272 -1.86961 -0.25834
H 2.13421 2.13966 -0.29368
H 1.33124 -1.19440 1.05635
C 0.98119 -0.99732 0.03487
H 1.28865 1.29713 1.10339
H -2.34967 -0.31706 -1.06480
H 0.20358 1.26821 -1.83233
H 1.02344 -1.91908 -0.55282
C 0.45445 0.81398 -0.87646
N 1.74068 0.07207 -0.68270
H -1.26938 -0.55776 1.85461
C 1.49235 1.32632 0.03368
C -1.37873 -0.01615 0.91813
C -0.33119 -0.23573 -0.12582
*
```

Output
- structure (SMILES) = C1[C@H]2N1CC21CC1
- relative energy (zero: lowest compared OMol25 entry of this formula, charge and spin) (kJ/mol) = 299.2
- LUMO level (eV) = 1.094
- HOMO-LUMO gap (eV) = 10.02

Molecular formula: C26H69BClN5O7P
Method: DFT, the ωB97M-V functional and the def2-TZVPD basis

ORCA input file:
```
! RIJCOSX wB97M-V def2-TZVPD def2/J DEFGRID3
* xyz -1 1
H 0.41207 1.63386 -2.83297
C 3.43169 -5.09161 -1.74406
C 3.69176 -5.87766 -0.45932
H 0.64530 2.15337 -1.27427
H 1.58314 7.20898 -3.76106
H -1.91174 -5.30705 2.67399
C 2.88363 5.34865 -1.09594
H -0.70386 -9.28117 2.29171
H -3.98160 -2.14760 2.55638
H 4.09483 -4.90170 -3.78223
H 7.61937 -5.07454 -1.91327
H 3.29731 6.84772 -3.67506
H -5.52435 8.03466 0.79553
H 1.79575 3.65855 -2.87521
H -6.48644 6.55747 0.60860
C -1.96916 2.16016 -0.39220
H -3.94243 7.86469 -1.13378
H 3.97554 -6.91230 -0.68366
H 1.85124 -1.89608 -0.91664
H 2.41514 4.51928 -0.55034
H -3.01663 6.39161 -1.36540
C -2.92974 -0.57617 1.21387
C -1.09068 1.43978 0.78912
O -1.95002 3.63437 -0.11338
H 3.13303 4.32401 -3.47180
O 4.22519 4.92586 -1.35493
H 2.29260 -0.60252 1.95042
H -1.53689 -7.63685 4.60585
H 0.86946 -0.56458 -1.82447
H -4.54348 0.55413 3.31917
H -0.78032 -0.47395 2.17711
N -0.27002 -5.41946 3.96138
H -1.66849 0.86206 -2.30837
C 0.19356 -8.87491 2.76874
O 0.55026 -7.60560 2.24357
H -2.90253 0.37805 4.39403
H 3.86709 -0.64667 -1.59848
H -5.20724 4.58682 -0.34933
H 0.23440 -4.71806 3.41908
H -0.55264 -2.65665 -0.40368
H -0.02636 1.94104 0.79991
H -1.27955 -7.33531 1.28026
H -1.83055 3.71791 0.89671
C 2.03577 5.61936 -2.36027
N 3.32128 -3.66252 -1.41061
H -2.20830 -1.82978 3.11250
H 0.99129 5.69995 -2.04244
H 2.87522 6.20768 -0.41486
H -1.83628 -2.98265 0.93790
C 4.48425 -5.33263 -2.85074
H -2.80414 -6.42538 4.55391
H -3.42393 0.50521 1.31866
H -6.55408 6.83746 -3.16342
H 1.42329 -3.27993 1.15113
H 2.92238 1.00934 -1.87668
H 0.44853 -6.11233 4.19189
C 1.62831 -0.72366 -0.92406
C -1.39683 1.95135 -1.91388
C 2.38793 6.92344 -3.07541
N 2.13680 4.50987 -3.32179
H 4.26750 -3.31751 -1.22314
C -3.75881 -0.18456 3.80141
H 2.46484 -5.42557 -2.13408
H 1.02235 -9.56451 2.59451
C -3.16924 -1.28628 2.70808
H -5.53285 6.79924 2.06067
Cl -3.95457 -1.42176 -0.13136
C -5.53780 6.95373 0.97648
C -1.25103 -6.07771 3.08388
O 5.74253 -4.68973 -2.62936
H 0.05459 -8.80216 3.84998
C -2.11980 -7.00890 3.92897
H -0.14688 -5.99514 1.23889
H -3.45805 6.51889 0.96626
C 3.05106 0.09384 -1.13981
H 6.36182 -5.00043 -0.68566
H -4.37706 -0.83307 4.58755
H 5.07926 6.13044 -2.79630
O -4.89740 6.28243 -2.10007
H -3.66535 4.36716 0.05245
H -6.85340 6.46886 -1.46976
H 6.49359 -6.43835 -1.75706
C 5.11316 5.97253 -1.71575
H 3.03858 -3.15271 -2.24767
C 0.43252 -2.84941 1.65416
H -1.33897 -0.54536 -0.67155
H 3.51883 0.51173 -0.15184
H 4.47516 -5.43493 0.15919
B 0.85143 -0.35277 0.47743
C -6.14983 6.94773 -2.15484
O 0.47715 -2.72438 2.99489
H 2.78636 -5.90845 0.15602
N 0.05314 2.33248 -2.11441
H -3.11868 1.85740 -0.39091
H -6.05991 8.01518 -1.93031
C -0.56012 -6.77633 1.89004
N -4.52071 4.82017 0.37438
C -4.00941 6.77127 -1.09105
C -0.85364 -2.38612 0.71912
C 6.58476 -5.34931 -1.69673
H 6.13007 5.66246 -1.46560
H 4.62694 -6.40236 -3.04358
H 2.51763 7.74137 -2.35742
O 1.66132 0.13155 1.64147
H 4.89178 6.90297 -1.18356
P -1.07351 -0.46899 0.74209
H -2.02932 2.68735 -2.60923
H -2.72753 -7.66247 3.29270
H -1.59829 1.75506 1.82260
C -4.32333 6.27810 0.34035
*
```

Output
- LUMO level (eV) = 2.334
- HOMO-LUMO gap (eV) = 6.27

Molecular formula: C50H44GeNPRe
Method: DFT, the ωB97M-V functional and the def2-TZVPD basis

ORCA input file:
```
! RIJCOSX wB97M-V def2-TZVPD def2/J DEFGRID3
* xyz 3 1
C 5.19079 -0.44444 2.70515
C 0.11846 -5.55370 -0.08030
H 6.22568 -0.76042 2.70128
C -3.57703 -1.60178 -0.59657
H 0.03070 0.39515 -3.58645
H 3.30648 2.31868 2.20003
H 1.29664 -0.08666 5.30467
C -1.68483 5.08119 1.16409
H 4.44654 -2.38297 3.25665
C -0.22615 -0.01887 3.76857
H -2.60356 -1.30276 -5.92763
C 0.27016 -0.31056 5.04262
H 0.76354 -2.54564 -2.52024
H -0.19616 -1.13037 6.96271
C -0.03619 5.32616 3.01000
H 2.45789 2.25816 -5.63202
C 0.90609 4.75284 3.83527
H 1.95884 2.95839 4.37998
H -6.61624 -2.98435 -1.19689
H 0.97480 -3.99745 2.79852
C 1.71124 0.89776 -1.28987
Re 0.30512 0.96603 0.20613
C -0.25981 3.22809 1.80636
C -0.81041 -0.22312 -0.29599
H -2.53764 -1.64154 6.37609
H -3.26509 0.19744 0.55435
C -0.87271 2.44167 0.76024
C -1.85900 -1.53944 -5.17813
H 4.08777 1.70648 -3.53896
C -0.34901 1.34955 -3.94480
H -4.24073 -3.33679 -1.69928
H -0.31237 -1.92007 -6.61396
H 2.33248 3.39686 -3.47464
C -4.53460 -2.48573 -1.09443
C 0.55603 -4.13573 1.80889
H 0.89917 3.20157 -2.45408
C -2.34627 4.29353 0.24240
C -0.56758 -4.51773 -0.69908
C 0.03313 -2.23256 -3.25930
C 0.65894 2.63519 2.69996
H -3.16360 4.70705 -0.33246
C 4.87014 0.87424 2.41127
C -5.87986 -2.29155 -0.81243
H -0.93621 1.84298 -3.17311
C 2.29111 1.55704 -2.37271
C -2.38196 -0.88091 4.37867
C 1.25432 3.40226 3.68630
H -2.50421 2.33004 -0.64306
H 1.88059 -0.71717 0.15492
H 5.65204 1.58487 2.17936
H -3.40893 -1.10931 4.12644
H 0.20812 -6.51132 -0.57534
C 0.37897 -2.22554 -4.60498
C 2.38103 -0.12762 -0.64418
H -3.21670 -1.27591 -3.53981
H 5.27161 -0.08736 -2.36723
P 0.81768 0.82362 2.60227
C -1.26072 -1.88123 -2.86396
H -5.65038 0.52190 1.05623
C -0.56969 -1.88459 -5.56287
C -0.69995 -3.27999 -0.06787
H -1.98716 6.11348 1.29845
C -3.98976 -0.51506 0.17575
C 1.60379 2.67878 -3.10088
H -0.33017 6.35848 3.15506
H -1.92777 -0.07155 2.44906
H 0.41507 3.07968 -4.71411
H -7.32782 -1.06463 0.18253
C -1.97114 2.95840 0.06162
C -5.33519 -0.32192 0.45558
Ge -1.71485 -1.90972 -0.98381
C 1.64464 1.58714 -5.36668
H 1.01811 1.39931 -6.23485
C -0.57002 -0.89665 5.97522
H 2.08979 -1.67012 3.29250
C 3.58519 1.18384 -2.73284
C -1.55258 -0.29730 3.43758
C 4.26818 0.17488 -2.06006
C -1.88890 -1.18116 5.64276
H 1.20833 -6.17454 1.65748
C -2.20291 -1.52809 -3.83111
C 2.54280 0.37332 2.75817
C 4.19062 -1.35936 3.01740
C 3.67254 -0.49494 -1.00328
C -0.12955 -3.09920 1.19084
N 0.80366 2.22695 -4.30847
C 2.86581 -0.95729 3.04177
H 2.02864 0.64712 -4.98019
H -0.24664 -2.15922 1.71663
C -6.27895 -1.21296 -0.03648
H 1.35663 5.33222 4.62937
H -0.95399 1.18782 -4.83225
H -0.99807 -4.68585 -1.68043
H 1.37346 -2.52753 -4.90956
C 0.68117 -5.36340 1.17335
C -0.64477 4.57118 1.98472
H 4.18671 -1.29358 -0.48584
C 3.54660 1.28792 2.42814
*
```

Output
- relative energy (zero: lowest compared OMol25 entry of this formula, charge and spin) (kJ/mol) = 12.5
- LUMO level (eV) = -10.094
- HOMO-LUMO gap (eV) = 5.59

Molecular formula: C4H3Cl2N3O2
Method: DFT, the ωB97M-V functional and the def2-TZVPD basis

ORCA input file:
```
! RIJCOSX wB97M-V def2-TZVPD def2/J DEFGRID3
* xyz 0 1
C 0.93056 -1.85463 0.27301
H -0.14159 0.45089 -1.63724
N -0.40212 -1.94304 0.33464
Cl 2.02182 1.65638 -0.62658
C -0.27117 0.58761 -0.49533
H 1.49540 -2.84173 0.09337
C 1.05009 0.47844 0.24704
Cl -2.63303 -1.16773 -0.60967
O -1.56697 2.44504 -0.52321
H 1.03367 0.86913 1.25361
N 1.67274 -0.79502 0.26293
O -1.05546 1.51221 1.34181
C -1.10399 -0.98720 -0.05243
N -1.02995 1.58964 0.13806
*
```

Output
- structure (SMILES) = O=[N+]([O-])[C@@H]1C(Cl)=NC=N[C@H]1Cl
- relative energy (zero: lowest compared OMol25 entry of this formula, charge and spin) (kJ/mol) = 203.4
- LUMO level (eV) = -0.988
- HOMO-LUMO gap (eV) = 9.47

Molecular formula: C2HIS
Method: DFT, the ωB97M-V functional and the def2-TZVPD basis

ORCA input file:
```
! RIJCOSX wB97M-V def2-TZVPD def2/J DEFGRID3
* xyz 0 1
H -0.24190 -0.56761 2.57609
C -0.25023 -1.27883 0.37854
S -0.42738 0.00961 1.33846
I 1.38842 1.29267 -2.13440
C -0.46891 0.54416 -2.15869
*
```

Output
- relative energy (zero: lowest compared OMol25 entry of this formula, charge and spin) (kJ/mol) = 698.5
- LUMO level (spin up / spin down) (eV) = -0.671 / -1.419
- HOMO-LUMO gap (spin up / spin down) (eV) = 7.96 / 6.85

Molecular formula: C14H10O10Tl
Method: DFT, the ωB97M-V functional and the def2-TZVPD basis

ORCA input file:
```
! RIJCOSX wB97M-V def2-TZVPD def2/J DEFGRID3
* xyz -1 1
H 23.19393 -1.66764 -19.39071
O 26.75622 -4.66561 -18.68225
C 23.96240 -2.07738 -18.75198
C 24.23347 -1.37781 -17.48463
H 17.68904 -0.00155 -9.58627
O 20.56703 -7.01528 -16.90160
H 17.57728 -6.97218 -13.30088
H 17.85630 2.23110 -8.39522
O 19.28072 2.42288 -9.85236
C 18.46292 -6.70484 -13.85816
O 19.66042 -0.41068 -9.61855
O 24.33074 -3.74036 -20.26962
C 20.26278 -4.79900 -14.26241
H 21.41655 -4.92544 -16.04136
C 18.86433 -7.18481 -15.10556
C 18.53130 0.21762 -8.93001
O 18.86807 -5.02165 -12.24162
C 25.57373 -1.85328 -16.69382
C 19.98311 -6.50488 -15.89956
O 23.46984 -0.54776 -16.99971
C 25.95787 -3.65759 -18.42549
O 18.02282 -8.04396 -15.67821
C 26.29166 -2.99558 -17.27474
C 18.76998 1.73746 -8.72631
O 25.86808 -1.25294 -15.65700
H 18.35950 -0.33766 -8.00793
H 27.09566 -3.28223 -16.61308
H 19.26950 3.35213 -9.61155
C 19.12539 -5.53985 -13.35471
O 20.91725 -3.89079 -13.75160
H 19.31401 -1.16816 -10.09584
H 19.41405 1.92901 -7.86808
C 20.51765 -5.30343 -15.57713
Tl 23.10371 0.91625 -12.19073
C 24.73147 -3.11667 -19.23186
*
```

Output
- relative energy (zero: lowest compared OMol25 entry of this formula, charge and spin) (kJ/mol) = 553.2
- LUMO level (eV) = -1.430
- HOMO-LUMO gap (eV) = 2.02